# C24H72O24

A cluster of 12 separate species, C24H72O24 in total in a non-equilibrium geometry (ωB97M-V/def2-TZVPD, the Open Molecules 2025 dataset).

```
120
C24H72O24 ωB97M-V/def2-TZVPD
O 4.43 -2.06 4.22
C 4.75 -2.68 2.96
C 5.38 -4.02 3.11
O 5.81 -4.31 1.78
H 4.47 -1.12 4.07
H 3.85 -2.92 2.39
H 5.41 -2.06 2.35
H 5.07 -4.84 3.76
H 6.27 -3.67 3.63
H 6.41 -5.05 1.91
O 0.77 -1.58 4.71
C -0.57 -1.98 5.01
C -1.57 -0.76 5.06
O -1.18 0.16 6.04
H 1.36 -2.25 4.37
H -0.80 -2.68 4.21
H -0.75 -2.60 5.88
H -2.57 -1.17 5.22
H -1.60 -0.24 4.10
H -0.22 0.11 6.11
O -5.09 0.73 -3.09
C -5.36 2.10 -3.36
C -5.22 2.91 -2.03
O -3.89 2.87 -1.44
H -4.14 0.64 -3.13
H -4.58 2.32 -4.09
H -6.35 2.16 -3.81
H -5.89 2.55 -1.25
H -5.63 3.89 -2.26
H -3.69 3.64 -0.90
O 1.34 -2.50 0.47
C 0.20 -1.73 0.33
C 0.19 -0.89 -0.91
O 0.62 0.53 -0.78
H 2.03 -1.85 0.30
H -0.67 -2.38 0.22
H 0.15 -0.98 1.12
H -0.83 -0.75 -1.27
H 0.89 -1.31 -1.63
H 0.09 1.09 -1.35
O -0.43 4.82 1.97
C 0.69 3.84 1.88
C 1.15 3.18 3.21
O 0.04 2.61 3.96
H -1.09 4.54 2.60
H 0.45 3.12 1.10
H 1.61 4.31 1.53
H 1.52 3.86 3.97
H 1.93 2.43 3.07
H 0.48 1.95 4.49
O 4.57 4.20 1.22
C 5.92 3.84 1.74
C 6.52 5.06 2.39
O 7.19 5.94 1.45
H 4.30 3.40 0.77
H 5.64 3.20 2.58
H 6.45 3.20 1.04
H 7.19 4.70 3.17
H 5.79 5.67 2.92
H 6.50 6.54 1.16
O -2.81 -3.17 -2.95
C -2.04 -4.19 -3.48
C -2.94 -5.23 -4.14
O -3.52 -5.84 -2.94
H -3.72 -3.03 -3.23
H -1.28 -3.89 -4.19
H -1.54 -4.52 -2.57
H -2.26 -5.86 -4.73
H -3.53 -4.79 -4.95
H -3.70 -5.08 -2.39
O 2.37 4.57 -1.40
C 1.83 3.56 -2.23
C 0.30 3.41 -2.04
O -0.28 2.26 -2.71
H 2.47 5.36 -1.93
H 2.12 3.62 -3.28
H 2.24 2.60 -1.90
H -0.19 4.35 -2.29
H 0.07 3.30 -0.98
H -1.19 2.40 -2.98
O 3.33 1.75 0.23
C 4.32 0.94 -0.42
C 4.29 0.85 -2.02
O 5.20 -0.05 -2.51
H 2.49 1.29 0.13
H 5.27 1.33 -0.06
H 4.34 -0.05 0.03
H 4.28 1.86 -2.44
H 3.29 0.47 -2.20
H 6.08 0.34 -2.49
O -2.50 -0.12 -3.25
C -1.74 -0.07 -4.50
C -2.14 -0.81 -5.82
O -3.25 -0.13 -6.39
H -2.28 -0.97 -2.87
H -1.76 0.94 -4.90
H -0.74 -0.31 -4.17
H -2.40 -1.83 -5.53
H -1.29 -0.73 -6.49
H -4.04 -0.48 -5.98
O -4.17 -5.26 0.76
C -3.05 -4.49 0.48
C -1.77 -5.36 0.65
O -1.63 -5.82 1.96
H -4.05 -5.59 1.65
H -2.96 -4.15 -0.55
H -2.93 -3.51 0.95
H -0.76 -4.98 0.48
H -1.89 -6.21 -0.01
H -1.08 -6.60 1.82
O -5.73 0.07 1.92
C -5.09 1.31 1.68
C -3.59 1.11 1.30
O -3.52 0.62 0.00
H -5.63 -0.45 1.12
H -5.52 1.98 0.94
H -5.17 1.87 2.61
H -3.20 0.35 1.99
H -2.89 1.93 1.44
H -3.85 1.38 -0.48
```

Results
charge = 0
energy = -75184.987 eV
HOMO energy = -9.64 eV
relative energy (zero: lowest compared OMol25 entry of this formula, charge and spin) = 611.3 kJ/mol
HOMO-LUMO gap = 9.918 eV